No. 1
This record from the Open Molecules 2025 dataset describes C32H37ClN2Si2Sn as an isolated structure in a non-equilibrium geometry. The level of theory is ωB97M-V/def2-TZVPD.

Positions of all 75 atoms, in Å:
1 C -0.36 -2.90 4.98
2 C -0.61 -3.84 3.91
3 C 0.59 -3.96 3.14
4 H -1.52 -4.44 3.79
5 C 1.59 -3.13 3.71
6 C 1.02 -2.45 4.85
7 H 1.58 -1.90 5.63
8 H -0.99 -2.77 5.88
9 H 0.73 -4.64 2.28
10 H 2.64 -3.06 3.38
11 Sn -0.29 -1.11 3.24
12 Si 0.41 3.15 -2.82
13 C -0.89 2.76 -4.09
14 C -1.33 3.72 -5.01
15 H -0.90 4.72 -4.98
16 C -2.31 3.38 -5.97
17 H -2.62 4.11 -6.72
18 C -2.87 2.09 -5.97
19 H -3.63 1.82 -6.70
20 C -2.44 1.12 -5.03
21 H -2.86 0.11 -5.04
22 C -1.46 1.47 -4.10
23 H -1.10 0.72 -3.38
24 C 2.06 2.94 -3.66
25 C 2.16 2.14 -4.82
26 H 1.25 1.85 -5.35
27 C 3.41 1.70 -5.28
28 H 3.46 1.06 -6.17
29 C 4.57 2.09 -4.59
30 H 5.54 1.70 -4.92
31 C 4.49 2.99 -3.52
32 H 5.41 3.36 -3.05
33 C 3.24 3.42 -3.06
34 H 3.15 4.12 -2.23
35 H 0.35 1.93 -2.02
36 Si -0.17 -0.16 0.60
37 C 1.53 -0.71 0.15
38 C 1.73 -1.63 -0.89
39 H 0.89 -1.93 -1.52
40 C 3.00 -2.19 -1.06
41 H 3.15 -2.92 -1.87
42 C 4.06 -1.84 -0.22
43 H 5.06 -2.28 -0.37
44 C 3.85 -0.90 0.81
45 H 4.68 -0.64 1.47
46 C 2.59 -0.33 0.98
47 H 2.42 0.39 1.79
48 C -1.49 -0.98 -0.37
49 C -1.78 -2.31 -0.03
50 H -1.28 -2.79 0.82
51 C -2.69 -3.05 -0.79
52 H -2.90 -4.09 -0.53
53 C -3.32 -2.47 -1.90
54 H -3.96 -3.07 -2.57
55 C -3.07 -1.11 -2.19
56 H -3.55 -0.65 -3.06
57 C -2.21 -0.36 -1.39
58 H -2.07 0.70 -1.59
59 H 0.19 4.39 -2.02
60 Cl -0.34 1.87 0.46
61 N -0.04 0.64 4.88
62 C -0.71 0.67 6.22
63 C -2.10 0.09 6.18
64 C -2.87 0.41 4.91
65 N -2.59 -0.60 3.85
66 H -0.36 1.44 4.33
67 H 0.97 0.75 4.99
68 H -0.05 0.18 6.94
69 H -0.77 1.74 6.53
70 H -2.06 -0.99 6.38
71 H -2.66 0.53 7.01
72 H -3.96 0.41 5.11
73 H -2.62 1.41 4.54
74 H -2.96 -1.52 4.13
75 H -3.03 -0.37 2.95

## Properties
energy	-70871.639	eV
highest occupied orbital energy	-4.641	eV
max |F|	0.044	Eh/bohr
orbital gap	4.683	eV
ΔE to the lowest compared entry with this formula, charge and spin	0.88	kcal per mole

---

No. 2
This record from the Open Molecules 2025 dataset describes an isolated ion of composition C4H7N2 and charge +1 in a non-equilibrium geometry. The level of theory is ωB97M-V/def2-TZVPD.

Positions of all 13 atoms, in Å:
1 C 0.67 0.81 0.96
2 C 0.43 1.06 -0.44
3 C -0.16 -1.12 -0.38
4 C 0.58 -0.69 0.80
5 N -0.61 -1.26 0.91
6 N -0.56 0.15 -1.03
7 H 1.77 1.20 1.17
8 H -0.06 1.06 1.74
9 H 1.37 1.22 -1.05
10 H 0.16 -1.93 -1.04
11 H -1.44 -0.91 1.50
12 H -1.63 0.44 -1.04
13 H -0.51 -0.02 -2.10

## Properties
energy	-7228.710	eV
charge	+1
highest occupied orbital energy (spin up / spin down)	-12.779 / -13.585	eV
max |F|	0.087	Eh/bohr
orbital gap (spin up / spin down)	7.831 / 9.085	eV
ΔE to the lowest compared entry with this formula, charge and spin	162.08	kcal per mole

---

No. 3
This record from the Open Molecules 2025 dataset describes a 8-piece molecular cluster, C4H22NO9 overall in a non-equilibrium geometry. The level of theory is ωB97M-V/def2-TZVPD.

Positions of all 36 atoms, in Å:
1 C 2.34 2.85 -1.18
2 N 1.44 1.64 -0.95
3 C -0.64 2.69 -0.23
4 C 0.56 1.78 0.12
5 C 0.02 0.33 0.33
6 O -1.19 -0.05 0.49
7 O 0.95 -0.47 0.47
8 H 3.10 2.97 -0.30
9 H 1.70 3.70 -1.26
10 H 2.88 2.61 -2.11
11 H 2.07 0.77 -0.99
12 H -1.56 2.30 0.10
13 H -0.61 3.64 0.33
14 H -0.48 3.04 -1.18
15 H 0.89 2.11 1.16
16 H -1.85 -2.54 -0.30
17 H -1.07 -3.99 -0.02
18 O -1.82 -3.44 -0.05
19 H 3.19 -1.94 0.82
20 H 1.96 -1.58 -0.02
21 O 2.78 -2.11 -0.01
22 H 1.53 -3.28 -0.61
23 H 0.52 -3.39 -1.72
24 O 1.19 -3.85 -1.28
25 H -2.12 1.12 2.45
26 H -2.25 -0.32 3.10
27 O -2.39 0.63 3.22
28 H -2.64 1.99 -2.20
29 H -1.56 1.11 -3.03
30 O -1.78 1.96 -2.70
31 H 1.56 -1.40 3.32
32 H 2.04 -0.11 2.74
33 O 2.39 -0.93 3.06
34 H -3.50 -0.21 -0.58
35 H -2.33 0.34 -1.35
36 O -3.27 0.18 -1.41

## Properties
energy	-24423.853	eV
charge	-1
highest occupied orbital energy	-5.691	eV
max |F|	0.083	Eh/bohr
orbital gap	8.853	eV
ΔE to the lowest compared entry with this formula, charge and spin	71.48	kcal per mole

---

No. 4
This record from the Open Molecules 2025 dataset describes C22H35AuNO2P as an isolated structure. The level of theory is ωB97M-V/def2-TZVPD.

Positions of all 62 atoms, in Å:
1 Au 0.30 -0.25 -0.15
2 C 0.33 0.03 3.60
3 O -0.08 0.67 2.39
4 C 0.00 2.09 2.49
5 C -0.74 2.70 1.33
6 O -0.13 2.29 0.11
7 C -0.67 2.99 -1.00
8 H -0.35 0.28 4.41
9 H 1.35 0.34 3.87
10 H 0.33 -1.04 3.42
11 H 1.05 2.40 2.49
12 H -0.46 2.43 3.42
13 H -0.71 3.79 1.42
14 H -1.79 2.39 1.34
15 H -0.53 4.07 -0.88
16 H -1.74 2.79 -1.13
17 H -0.13 2.66 -1.89
18 C 3.41 1.56 -1.06
19 C 3.46 0.08 -1.44
20 P 2.47 -0.96 -0.33
21 C 2.58 -2.67 -0.95
22 C 3.89 -3.06 -1.63
23 C 3.30 -0.89 1.29
24 C 4.71 -1.45 1.39
25 H 3.80 2.17 -1.88
26 H 4.02 1.77 -0.19
27 H 2.39 1.90 -0.84
28 H 4.49 -0.29 -1.42
29 H 3.09 -0.09 -2.45
30 H 1.75 -2.81 -1.64
31 H 2.37 -3.32 -0.09
32 H 4.04 -2.50 -2.56
33 H 3.88 -4.11 -1.89
34 H 4.76 -2.89 -1.00
35 H 2.63 -1.40 1.99
36 H 3.27 0.17 1.56
37 H 4.73 -2.52 1.22
38 H 5.10 -1.27 2.39
39 H 5.39 -0.98 0.69
40 C -3.37 -0.01 -4.38
41 C -2.02 0.21 -4.10
42 C -1.56 0.00 -2.83
43 C -2.49 -0.36 -1.79
44 C -3.85 -0.64 -2.13
45 C -4.28 -0.45 -3.41
46 N -1.99 -0.45 -0.55
47 C -2.81 -0.41 0.54
48 C -3.97 0.39 0.60
49 C -4.73 0.39 1.76
50 C -4.35 -0.43 2.82
51 C -3.20 -1.21 2.77
52 C -2.39 -1.16 1.66
53 H -3.72 0.11 -5.40
54 H -1.34 0.52 -4.89
55 H -0.52 0.12 -2.56
56 H -4.50 -1.10 -1.40
57 H -5.29 -0.69 -3.70
58 H -4.20 1.08 -0.20
59 H -5.59 1.04 1.85
60 H -4.96 -0.44 3.72
61 H -2.93 -1.84 3.61
62 H -1.49 -1.75 1.59

## Properties
energy	-41932.185	eV
charge	+2
highest occupied orbital energy (spin up / spin down)	-14.641 / -14.640	eV
max |F|	0.013	Eh/bohr
orbital gap (spin up / spin down)	5.293 / 5.286	eV
ΔE to the lowest compared entry with this formula, charge and spin	3.94	kcal per mole

---

No. 5
This record from the Open Molecules 2025 dataset describes C22H20N2O3PPd as an isolated structure. The level of theory is ωB97M-V/def2-TZVPD.

Positions of all 49 atoms, in Å:
1 Pd 0.51 1.58 0.90
2 N 2.62 0.29 2.14
3 C 1.77 -0.55 2.99
4 C 0.67 0.29 3.68
5 O 0.51 0.16 4.90
6 N 0.00 1.09 2.86
7 C -0.75 2.18 3.44
8 C -0.46 3.52 2.75
9 O -0.91 4.55 3.23
10 O 0.26 3.47 1.67
11 H 3.25 -0.29 1.58
12 H 3.19 0.93 2.68
13 H 2.31 -1.08 3.78
14 H 1.30 -1.30 2.35
15 H -0.55 2.26 4.51
16 H -1.84 1.99 3.36
17 C -4.53 -0.83 -1.04
18 C -4.07 0.17 -0.19
19 C -2.71 0.36 -0.01
20 C -1.79 -0.45 -0.67
21 C -2.26 -1.45 -1.51
22 C -3.62 -1.64 -1.70
23 P -0.01 -0.11 -0.47
24 C 0.73 -1.75 -0.71
25 C 0.34 -2.79 0.14
26 C 0.93 -4.04 0.03
27 C 1.92 -4.26 -0.92
28 C 2.31 -3.23 -1.76
29 C 1.72 -1.97 -1.65
30 C 0.49 1.01 -1.78
31 C 0.54 1.02 -3.17
32 C 0.97 2.19 -3.79
33 C 1.31 3.30 -3.02
34 C 1.24 3.28 -1.63
35 C 0.83 2.12 -0.98
36 H -5.60 -0.98 -1.18
37 H -4.78 0.81 0.33
38 H -2.35 1.14 0.65
39 H -1.56 -2.10 -2.03
40 H -3.98 -2.43 -2.35
41 H -0.43 -2.62 0.89
42 H 0.62 -4.83 0.69
43 H 2.38 -5.24 -1.01
44 H 3.09 -3.40 -2.50
45 H 2.04 -1.17 -2.30
46 H 0.25 0.16 -3.76
47 H 1.03 2.24 -4.87
48 H 1.63 4.21 -3.52
49 H 1.47 4.17 -1.05

## Properties
energy	-45032.513	eV
charge	-1
highest occupied orbital energy	-4.478	eV
max |F|	0.013	Eh/bohr
orbital gap	7.008	eV
ΔE to the lowest compared entry with this formula, charge and spin	0.00	kcal per mole

---

No. 6
This record from the Open Molecules 2025 dataset describes an isolated ion of composition C3H10N3O2 and charge +1 in a non-equilibrium geometry. The level of theory is ωB97M-V/def2-TZVPD.

Positions of all 18 atoms, in Å:
1 C 1.96 0.92 0.48
2 N 0.93 0.34 -0.40
3 C 0.02 -0.64 0.23
4 N 0.14 -1.91 -0.33
5 C -1.58 0.27 -0.10
6 O -1.44 1.30 -0.71
7 O -2.59 -0.35 0.37
8 N -3.87 0.28 0.36
9 H 2.56 1.65 -0.07
10 H 1.48 1.43 1.32
11 H 2.61 0.14 0.86
12 H 1.38 -0.10 -1.21
13 H 0.29 1.11 -0.77
14 H 0.12 -0.64 1.31
15 H -0.22 -2.66 0.24
16 H -0.17 -2.01 -1.29
17 H -3.91 0.95 -0.41
18 H -4.55 -0.46 0.26

## Properties
energy	-11829.863	eV
charge	+1
highest occupied orbital energy	-13.786	eV
max |F|	0.079	Eh/bohr
orbital gap	10.853	eV
ΔE to the lowest compared entry with this formula, charge and spin	100.82	kcal per mole